1.
Molecular formula: C11H24FO4Si
Method: DFT, the ωB97M-V functional and the def2-TZVPD basis

XYZ file:
```
41
C11H24FO4Si (the ωB97M-V functional and the def2-TZVPD basis)
C -2.52 -0.94 0.06
C -2.28 -1.04 -1.46
C -1.61 -2.35 -1.87
C -0.10 -2.45 -1.53
O 0.42 -1.30 -0.88
C 1.01 -1.58 0.36
C 1.58 -0.31 1.01
C 2.19 0.69 0.02
O 2.06 2.06 0.44
Si 0.61 2.84 0.30
C -0.25 2.53 -1.35
C -0.59 2.46 1.69
C 1.00 4.67 0.41
O 2.05 -2.55 0.22
C 1.82 -3.70 0.96
O 1.57 -3.68 2.12
H -1.89 -1.63 0.62
H -2.39 0.08 0.42
H -3.56 -1.21 0.29
H -3.26 -1.03 -1.94
H -1.76 -0.17 -1.84
H -2.13 -3.15 -1.35
H -1.74 -2.49 -2.94
H 0.45 -2.56 -2.47
H 0.08 -3.36 -0.97
H 0.26 -1.99 1.05
H 0.85 0.14 1.68
H 2.38 -0.68 1.65
H 3.26 0.50 -0.04
H 1.80 0.56 -0.99
H -1.03 1.78 -1.24
H 0.43 2.23 -2.15
H -0.74 3.45 -1.68
H -1.12 1.53 1.51
H -0.05 2.40 2.64
H -1.31 3.28 1.76
H 1.42 4.89 1.39
H 0.05 5.21 0.34
H 1.66 5.01 -0.38
H 1.80 -4.59 0.32
F -0.41 -3.55 3.80
```

As for the HOMO-LUMO gap: 5.78 eV. The net charge is -1. As for the LUMO energy: 2.72 eV. The multiplicity is 1.

***

2.
Molecular formula: C11H24IN2O2P
Method: DFT, the ωB97M-V functional and the def2-TZVPD basis

XYZ file:
```
41
C11H24IN2O2P (the ωB97M-V functional and the def2-TZVPD basis)
C 2.62 4.76 4.55
C 1.95 4.71 3.54
C 1.13 4.42 2.31
C 0.11 3.33 2.72
I -1.57 4.36 3.76
C -0.53 2.58 1.52
C 0.05 1.12 1.38
P 2.39 3.89 1.09
N 2.98 2.25 1.47
O 1.66 3.63 -0.44
H 3.37 4.64 5.32
H 0.55 2.66 3.48
H -1.59 2.44 1.78
H -0.52 3.14 0.58
H -0.73 0.41 1.73
H 0.90 1.00 2.08
H 0.28 0.83 0.34
H 3.05 1.68 0.63
H 3.89 2.33 1.91
H 1.27 2.75 -0.45
C -0.53 -1.22 -1.96
N -0.97 -2.58 -2.44
C -0.31 -2.83 -3.77
C -2.45 -2.58 -2.63
C -0.53 -3.68 -1.49
C -1.14 -3.63 -0.11
O -0.78 -2.43 0.55
H -0.63 -0.52 -2.78
H -1.17 -0.90 -1.14
H 0.51 -1.28 -1.65
H -0.62 -2.05 -4.46
H -0.63 -3.81 -4.13
H 0.76 -2.80 -3.63
H -2.93 -2.32 -1.69
H -2.76 -3.57 -2.95
H -2.70 -1.83 -3.38
H 0.55 -3.60 -1.43
H -0.79 -4.63 -1.97
H -0.76 -4.48 0.47
H -2.23 -3.72 -0.15
H -1.13 -2.46 1.44
```

As for the HOMO-LUMO gap: 3.52 eV. The net charge is 0. As for the LUMO energy: -1.23 eV. The multiplicity is 1.

***

3.
Molecular formula: C11H24IO3P2Ti
Method: DFT, the ωB97M-V functional and the def2-TZVPD basis

XYZ file:
```
42
C11H24IO3P2Ti (the ωB97M-V functional and the def2-TZVPD basis)
C -0.03 0.12 -7.06
C -0.02 0.84 -5.74
H -0.03 0.85 -7.88
H -0.92 -0.52 -7.12
H 0.85 -0.53 -7.12
O -0.01 2.01 -5.54
I -0.04 -0.61 -4.03
Ti -0.03 0.14 0.81
P 2.28 0.00 0.73
C 3.25 1.30 1.58
C 2.95 -1.56 1.44
H 4.03 -1.62 1.30
H 4.05 -0.15 -0.96
H 2.46 -2.39 0.94
H 2.47 -0.79 -1.54
H 2.98 1.31 2.64
H 2.70 -1.60 2.50
C 2.96 0.01 -0.97
H 4.32 1.13 1.48
H 2.73 0.97 -1.44
H 3.00 2.28 1.16
P -2.34 0.04 0.73
C -3.28 1.36 1.59
C -3.03 0.06 -0.97
H -2.56 -2.35 0.94
H -4.12 -1.54 1.31
H -2.79 -1.54 2.51
C -3.04 -1.50 1.44
H -2.55 -0.74 -1.53
H -4.11 -0.08 -0.96
H -4.36 1.21 1.48
H -3.01 2.33 1.16
H -2.78 1.01 -1.44
H -3.02 1.37 2.65
C -0.01 1.67 1.80
O 0.00 2.65 2.44
C 0.27 -0.55 3.91
C -0.02 -1.10 2.55
O -0.23 -2.30 2.42
H 1.28 -0.07 3.92
H 0.25 -1.35 4.68
H -0.49 0.21 4.17
```

As for the HOMO-LUMO gap (spin up / spin down): 5.03 / 5.37 eV. The net charge is +2. As for the LUMO energy (spin up / spin down): -9.73 / -9.39 eV. As for the relative energy (zero: lowest compared OMol25 entry of this formula, charge and spin): 84.7 kcal per mole. The multiplicity is 2. The expectation value of S² is 0.868.

***

4.
Molecular formula: C11H24N2O3Si
Method: DFT, the ωB97M-V functional and the def2-TZVPD basis

XYZ file:
```
41
C11H24N2O3Si (the ωB97M-V functional and the def2-TZVPD basis)
O 0.31 2.46 2.44
O -2.73 0.35 -1.22
O 1.90 -0.04 -1.05
C 0.60 1.69 1.57
C -2.24 -0.53 -0.55
N 0.14 1.86 0.27
N -0.88 -0.75 -0.52
C -1.04 2.67 0.18
C -0.39 -2.13 -0.17
C 4.18 -0.17 -1.79
C 1.20 -0.20 3.12
C -3.44 -0.92 1.63
C 2.71 -0.45 -2.13
C 1.45 0.49 1.82
C -3.13 -1.49 0.25
C -0.38 1.01 -2.66
Si 0.30 0.57 -0.96
H -1.27 2.68 -0.89
H -1.91 2.22 0.66
H -0.94 3.69 0.45
H 0.62 -2.20 0.16
H -0.86 -2.49 0.81
H -0.62 -2.79 -1.02
H 4.60 -0.96 -1.20
H 4.88 -0.07 -2.64
H 4.26 0.76 -1.26
H 0.20 -0.47 3.32
H 1.52 0.42 3.94
H 1.76 -1.16 3.30
H -2.46 -0.61 2.11
H -4.06 -0.03 1.49
H -3.97 -1.58 2.30
H 2.47 -1.54 -2.54
H 2.45 0.32 -2.86
H 2.50 0.61 1.74
H 1.17 -0.19 1.02
H -4.11 -1.44 -0.20
H -2.94 -2.57 0.15
H 0.04 1.79 -3.29
H -1.44 1.10 -2.45
H -0.43 0.12 -3.33
```

As for the HOMO-LUMO gap: 10.05 eV. The net charge is 0. As for the LUMO energy: 0.65 eV. As for the SMILES: CCO[Si](C)(N(C)C(=O)CC)N(C)C(=O)CC. The multiplicity is 1.

***

5.
Molecular formula: C11H24N3OS3SeSiW
Method: DFT, the ωB97M-V functional and the def2-TZVPD basis

XYZ file:
```
45
C11H24N3OS3SeSiW (the ωB97M-V functional and the def2-TZVPD basis)
W 0.00 0.00 0.00
C -2.34 4.05 1.49
C -1.70 2.95 0.68
S -0.96 1.66 1.57
C -1.71 2.95 -0.67
C -2.33 4.04 -1.52
S -0.96 1.66 -1.57
H -2.25 3.89 2.58
H -3.41 4.12 1.27
H -1.87 5.01 1.27
H -2.79 4.83 -0.92
H -3.12 3.63 -2.16
H -1.58 4.52 -2.16
O 3.39 0.00 2.94
C 2.50 0.00 2.17
N 1.55 0.00 1.35
C -4.61 -0.22 0.88
N -3.25 -0.52 1.25
C -2.43 -1.51 0.88
S -0.92 -1.59 1.59
N -2.75 -2.43 -0.04
C -3.92 -2.59 -0.87
H -4.93 0.67 1.43
H -5.26 -1.06 1.14
H -4.66 0.00 -0.19
H -2.84 0.08 1.96
H -2.00 -3.10 -0.20
H -4.80 -2.75 -0.24
H -3.77 -3.47 -1.50
H -4.05 -1.71 -1.49
C 4.43 1.71 -3.23
Si 3.66 0.01 -3.17
C 4.95 -1.23 -2.64
C 3.02 -0.45 -4.86
Se 1.94 0.00 -1.68
H 5.26 1.71 -3.96
H 4.81 1.98 -2.22
H 3.66 2.45 -3.55
H 5.79 -1.23 -3.36
H 4.50 -2.25 -2.60
H 5.33 -0.96 -1.63
H 3.86 -0.44 -5.59
H 2.26 0.29 -5.18
H 2.57 -1.46 -4.83
H -0.66 -1.14 -1.14
```

As for the HOMO-LUMO gap (spin up / spin down): 5.07 / 6.05 eV. The net charge is -1. As for the LUMO energy (spin up / spin down): 2.42 / 2.40 eV. The multiplicity is 3. The expectation value of S² is 2.020.

***

6.
Molecular formula: C11H25Al2CaCl3F4N2O5
Method: DFT, the ωB97M-V functional and the def2-TZVPD basis

XYZ file:
```
53
C11H25Al2CaCl3F4N2O5 (the ωB97M-V functional and the def2-TZVPD basis)
C 1.71 -0.96 0.99
C 2.24 -0.58 -0.38
C 1.90 0.89 -0.84
C 1.28 1.03 -2.21
C 0.18 0.07 -2.57
C -0.88 0.23 -1.50
C -1.58 1.60 -1.73
C -2.77 1.88 -0.80
N -3.84 0.90 -0.93
C -3.83 0.14 0.27
C -4.81 -0.96 0.27
O -5.57 -1.09 -0.60
O -4.80 -1.79 1.24
H 1.80 -1.99 1.19
H 0.73 -0.61 1.16
H 2.31 -0.43 1.71
H 3.30 -0.59 -0.27
H 2.00 -1.33 -1.10
H 2.85 1.37 -0.87
H 1.35 1.43 -0.09
H 0.82 1.99 -2.27
H 2.18 1.01 -3.04
H 0.55 -0.93 -2.70
H -0.25 0.31 -3.53
H -1.63 -0.51 -1.69
H -0.55 0.06 -0.51
H -0.87 2.38 -1.55
H -1.93 1.53 -2.74
H -2.49 1.95 0.23
H -3.15 2.83 -1.10
H -4.74 1.33 -1.06
H -2.87 -0.32 0.34
H -3.98 0.75 1.15
Al -6.37 -0.41 -2.35
Cl 3.07 2.42 -3.27
Cl -0.01 -3.02 0.16
Ca -3.45 -2.99 1.79
C 4.25 -2.79 3.32
N 3.97 -4.22 3.02
O 3.14 -4.47 2.19
O 4.60 -5.04 3.63
H 3.62 -2.18 2.71
H 4.04 -2.63 4.37
H 5.30 -2.62 3.10
O 1.73 -2.02 4.64
H 1.97 -2.19 5.55
H 0.81 -2.26 4.59
Cl -7.98 -0.94 -4.44
F 2.17 5.50 -1.98
Al 1.33 4.77 -0.69
F 0.94 5.92 0.48
F 2.32 3.55 -0.02
F -0.09 4.03 -1.29
```

As for the HOMO-LUMO gap: 1.93 eV. The net charge is 0. As for the LUMO energy: -5.55 eV. The multiplicity is 1.

***

In the order shown, the computed molar mass values come out to 267.393; 374.203; 441.029; 260.410; 601.420; 541.723 g mol⁻¹.